[1]
A structure of composition C5H3CaO6. Source: the Open Molecules 2025 dataset; level of theory: the ωB97M-V functional and the def2-TZVPD basis.

Last column: Löwdin charge in e.
Atoms and positions in Å:
O -0.6137 3.1707 -2.8231  0.097
C -0.1710 2.5990 -1.9342  0.055
Ca 1.2012 -2.3085 -0.1597  1.205
O -0.3229 1.6425 0.9299  0.207
C -0.1045 0.6494 0.2298  -0.370
C -2.0187 -0.8497 -0.1438  0.044
O -2.5679 -1.8968 -0.1814  0.228
C 1.2647 0.1842 0.0603  -0.188
O 2.3699 0.6325 0.1115  0.212
C -1.1211 0.1238 -0.7407  -0.333
O -1.5158 0.8439 -1.7003  0.075
H 2.6398 -2.5181 -0.9241  -0.270
O 0.1468 -2.3553 1.9125  -0.162
H 0.6056 -2.3097 2.7762  0.109
H -0.8142 -2.2722 2.0935  0.092

Calculated values
Energy, eV: -35942.73254
Largest force on an atom, eV Å⁻¹: 5.2
Relative energy (zero: lowest compared OMol25 entry of this formula, charge and spin), kcal per mole: 167.6
Frontier orbital gap (alpha / beta), eV: 6.3 / 6.2
Net charge: +1

[2]
A structure of composition C30H28BrFeN3O4. Source: the Open Molecules 2025 dataset; level of theory: the ωB97M-V functional and the def2-TZVPD basis.

Last column: Löwdin charge in e.
Atoms and positions in Å:
Fe -0.6164 0.4463 -0.9671  0.838
C -4.0055 2.4899 0.4246  -0.046
C -3.1207 1.2876 0.0751  -0.385
C -3.9339 0.0029 0.2205  -0.061
C -1.8279 1.3047 0.9094  -0.258
C -1.4736 0.2295 1.7444  -0.032
C -0.4209 0.3184 2.6377  -0.002
C 0.3125 1.4923 2.7750  -0.240
C 1.4393 1.6070 3.7559  -0.015
C -0.0423 2.5816 1.9782  -0.016
C -1.0859 2.4930 1.0828  -0.035
H -4.9311 2.4556 -0.1498  0.089
H -3.5240 3.4468 0.2243  0.069
H -4.2582 2.4613 1.4857  0.102
H -2.8677 1.3906 -0.9992  0.115
H -4.2783 -0.1141 1.2496  0.099
H -3.3746 -0.8881 -0.0585  0.064
H -4.8155 0.0597 -0.4175  0.092
H -2.0352 -0.6905 1.6941  0.104
H -0.1727 -0.5389 3.2513  0.127
H 2.3266 2.0212 3.2776  0.055
H 1.6936 0.6406 4.1880  0.089
H 1.1650 2.2856 4.5661  0.098
H 0.5090 3.5090 2.0660  0.135
H -1.3639 3.3906 0.5521  0.098
O 0.9557 -4.3416 -2.6548  0.092
C 0.2992 -4.5569 -1.5101  -0.250
C 0.3289 -5.8580 -1.0024  0.005
C -0.3210 -6.1615 0.1711  -0.048
C -1.0229 -5.1821 0.8837  -0.070
C -1.0563 -3.9003 0.3977  -0.014
C -0.4027 -3.5594 -0.8012  -0.079
C -0.4390 -2.1824 -1.2455  -0.336
O -1.0644 -1.2926 -0.5078  -0.104
N 0.1518 -1.8123 -2.3668  0.117
N -0.0039 -0.4760 -2.4987  -0.063
C 0.3467 0.1939 -3.5246  0.028
C 0.0186 1.6123 -3.4448  -0.207
C 0.2832 2.5071 -4.4599  0.026
C -0.1499 3.8196 -4.3231  -0.005
C -0.8491 4.1763 -3.1864  -0.002
C -1.0678 3.2222 -2.2051  -0.057
N -0.6323 1.9700 -2.3095  0.067
H 0.8722 -3.4036 -2.9096  0.074
H 0.8735 -6.6077 -1.5594  0.127
H -0.2873 -7.1761 0.5461  0.115
H -1.5322 -5.4342 1.8027  0.108
H -1.5896 -3.1242 0.9288  0.110
H 0.8098 -0.2718 -4.3862  0.156
H 0.8122 2.1769 -5.3428  0.131
H 0.0466 4.5444 -5.1011  0.128
H -1.2221 5.1797 -3.0436  0.124
H -1.6136 3.4720 -1.3115  0.095
Br 4.7145 2.6730 1.5809  0.843
C 4.1018 0.8851 1.5875  -0.607
C 4.8593 -0.0037 2.3414  -0.125
C 4.4938 -1.3342 2.4355  -0.059
C 3.3578 -1.7890 1.7809  -0.059
C 2.6063 -0.9035 1.0340  -0.019
C 2.9579 0.4444 0.9144  -0.160
C 2.0924 1.3406 0.0729  -0.531
O 2.2908 2.5105 -0.1322  0.052
O 1.0751 0.6887 -0.4795  -0.114
H 5.7389 0.3606 2.8530  0.100
H 5.0988 -2.0128 3.0221  0.114
H 3.0602 -2.8271 1.8487  0.109
H 1.7107 -1.2492 0.5389  0.104

Calculated values
Energy, eV: -148648.69624
Largest force on an atom, eV Å⁻¹: 0.8
Spin multiplicity: 2
Frontier orbital gap (alpha / beta), eV: 6.0 / 6.7
Expectation value of S²: 1.1139
Net charge: +1

[3]
A cluster of 2 separate species, C4H12 in total. Source: the Open Molecules 2025 dataset; level of theory: the ωB97M-V functional and the def2-TZVPD basis.

Last column: Löwdin charge in e.
Atoms and positions in Å:
C -0.8313 -1.6856 0.2989  -0.173
C -0.3791 -2.9507 1.0486  -0.168
H -0.4165 -0.7967 0.7589  0.048
H -0.6422 -1.7936 -0.7684  0.060
H -1.9213 -1.6094 0.2945  0.061
H -1.0732 -3.2490 1.8354  0.058
H 0.6135 -2.8655 1.4728  0.057
H -0.4399 -3.7591 0.3160  0.059
C -0.0433 2.0840 -0.9488  -0.184
C 1.2737 2.5697 -0.3873  -0.173
H -0.6810 2.9155 -1.2414  0.060
H 0.0854 1.3685 -1.7634  0.063
H -0.6594 1.5171 -0.2414  0.049
H 1.9838 1.7400 -0.3182  0.062
H 1.1153 2.9635 0.6131  0.061
H 1.7680 3.2852 -1.0411  0.061

Calculated values
Energy, eV: -4342.27487
Largest force on an atom, eV Å⁻¹: 1.1
Relative energy (zero: lowest compared OMol25 entry of this formula, charge and spin), kcal per mole: 5.8
Frontier orbital gap, eV: 12.8
SMILES string: CC.CC